C88H187N10O31 | wB97M-V/def2-TZVPD

Values from the calculation:
Total charge: +3
HOMO-LUMO gap, eV: 2.551
HOMO, Eh: -0.4252

Positions of all 316 atoms, in Å:
C: -0.75510 -1.24644 7.67585
O: 0.30448 -1.94362 6.99814
C: -0.05430 -2.48902 5.72049
C: 1.08186 -3.05507 4.99258
N: 1.87277 -4.13395 5.84499
H: 2.72593 -4.17626 5.30607
H: 2.04146 -3.78385 6.77723
C: 1.27613 -5.58564 5.84164
C: 1.85701 -6.34538 4.73784
O: 3.26398 -6.26564 4.74391
C: 3.90190 -6.92460 3.70312
H: -0.69780 -0.21250 7.33555
H: -0.48538 -1.39371 8.72163
H: -1.71702 -1.68621 7.41237
H: -0.58853 -1.71926 5.16356
H: -0.74614 -3.31425 5.88915
H: 1.81636 -2.34961 4.60409
H: 0.68598 -3.57267 4.11882
H: 0.18934 -5.54194 5.77035
H: 1.59774 -5.84853 6.84939
H: 1.56499 -5.79868 3.84122
H: 1.39735 -7.33240 4.68672
H: 3.52493 -6.60577 2.73135
H: 3.65630 -7.97945 3.82592
H: 4.97521 -6.73716 3.67218
C: 2.15053 3.90755 -5.51199
O: 0.88595 4.55341 -5.38818
C: 0.28835 4.25449 -4.12420
C: 0.66087 5.06713 -2.93423
N: 0.17108 6.54258 -3.06696
H: -0.80408 6.50181 -2.80713
H: 0.64696 7.07263 -2.35094
C: 0.26097 7.23319 -4.43394
C: -0.10081 8.74564 -4.36033
O: -1.27177 8.92047 -3.56236
C: -2.45895 8.52153 -4.30545
H: 2.12261 2.83284 -5.69178
H: 2.83272 4.11108 -4.68659
H: 2.67675 4.31625 -6.37463
H: 0.33125 3.17070 -4.01623
H: -0.79648 4.34722 -4.17581
H: 1.71698 5.15297 -2.67858
H: 0.15330 4.87619 -1.98870
H: -0.50754 6.56029 -4.81433
H: 1.22549 7.06887 -4.91436
H: -0.37080 9.13145 -5.34337
H: 0.65240 9.43911 -3.98633
H: -2.51295 7.58477 -4.86012
H: -2.82445 9.31290 -4.95985
H: -3.27763 8.44824 -3.58957
C: 1.86791 -6.58346 -6.41423
O: 1.75348 -6.21185 -5.05639
C: 2.44668 -7.06382 -4.15686
C: 2.48275 -6.51837 -2.74036
N: 3.48118 -5.37874 -2.69940
H: 4.03497 -5.30364 -3.54070
H: 2.99893 -4.49608 -2.79134
C: 4.39245 -5.07882 -1.47396
C: 3.64975 -4.33656 -0.29141
O: 2.40928 -5.05087 -0.05989
C: 1.76408 -4.60512 1.18246
H: 1.80024 -7.65402 -6.60765
H: 2.84674 -6.28666 -6.79093
H: 1.13891 -6.03555 -7.01126
H: 3.41271 -7.37455 -4.55479
H: 1.82783 -7.95696 -4.07078
H: 2.88698 -7.20465 -1.99623
H: 1.53608 -6.04793 -2.47462
H: 5.23688 -4.50257 -1.85207
H: 4.83061 -6.04160 -1.21097
H: 3.41005 -3.28707 -0.46238
H: 4.27561 -4.34918 0.60091
H: 1.34627 -3.62576 0.94923
H: 2.51844 -4.44254 1.95227
H: 1.03603 -5.27555 1.63916
C: -4.73952 10.68631 -0.20263
C: -4.19778 9.28939 -0.37975
C: -3.74958 8.73114 1.02537
C: -3.18003 7.28369 0.91727
N: -1.63394 7.19723 1.21143
C: -1.08151 5.73613 1.28145
C: 0.20974 5.87145 2.08531
C: -0.12026 6.90675 3.21874
C: -1.35583 7.64049 2.61408
C: -0.88611 7.93329 0.09675
H: -5.74765 10.62100 0.20665
H: -4.84586 11.29741 -1.09893
H: -4.24694 11.38038 0.47835
H: -3.29000 9.41775 -0.96930
H: -4.94550 8.67250 -0.87821
H: -4.52758 8.61122 1.77931
H: -2.96684 9.37020 1.43405
H: -3.18754 6.92797 -0.11302
H: -3.57996 6.53474 1.60083
H: -0.96496 5.38400 0.25650
H: -1.83820 5.08276 1.71574
H: 0.97896 6.31316 1.45184
H: 0.53887 4.95155 2.56858
H: 0.65129 7.66971 3.32217
H: -0.33104 6.45413 4.18765
H: -1.09485 8.69702 2.55282
H: -2.26187 7.45130 3.18976
H: 0.20341 7.91389 0.12255
H: -1.05084 8.99455 0.28303
H: -1.28755 7.59822 -0.85963
C: -2.03776 -3.74559 -7.94397
C: -3.04290 -2.87176 -7.14740
C: -2.32077 -1.74415 -6.41199
C: -3.35297 -0.78600 -5.74111
N: -2.76697 0.15504 -4.66788
C: -3.55814 1.46499 -4.41931
C: -3.13497 2.44191 -5.52248
C: -1.89623 1.77010 -6.15557
C: -1.43598 0.71829 -5.14759
C: -2.54816 -0.58215 -3.33472
H: -2.34418 -4.78496 -8.06198
H: -1.05486 -3.86901 -7.48926
H: -1.90047 -3.17812 -8.86442
H: -3.75687 -3.36736 -6.48959
H: -3.65908 -2.52501 -7.97697
H: -1.77293 -1.09942 -7.09922
H: -1.64865 -2.22290 -5.69983
H: -4.22559 -1.26104 -5.29281
H: -3.70971 -0.06476 -6.47640
H: -3.28710 1.90508 -3.45964
H: -4.59923 1.14215 -4.42122
H: -2.83923 3.33641 -4.97430
H: -3.97059 2.76299 -6.14438
H: -1.07864 2.46960 -6.32978
H: -2.21656 1.33299 -7.10130
H: -0.86667 1.07566 -4.28953
H: -0.76425 -0.02662 -5.57418
H: -1.96343 -1.44994 -3.63988
H: -3.56861 -0.77187 -3.00187
H: -2.07662 -0.03372 -2.51926
C: 1.28731 -0.45429 -8.26015
C: 2.40254 0.51715 -7.84419
C: 2.95401 -0.17358 -6.57085
C: 4.15543 0.62391 -5.99973
N: 4.70967 0.27329 -4.59087
C: 5.94580 1.01666 -4.15838
C: 6.77884 0.19943 -3.22318
C: 6.50850 -1.24007 -3.63122
C: 5.29587 -1.17105 -4.61287
C: 3.63720 0.43366 -3.50939
H: 1.61747 -1.48908 -8.35135
H: 0.88576 -0.11779 -9.21598
H: 0.51184 -0.60277 -7.50869
H: 1.91724 1.46162 -7.59808
H: 3.22538 0.60536 -8.55359
H: 3.14073 -1.24137 -6.68503
H: 2.21371 -0.14479 -5.77133
H: 4.08366 1.71059 -5.95423
H: 4.97299 0.35771 -6.66968
H: 5.61386 2.03404 -3.95132
H: 6.48736 1.08677 -5.10172
H: 6.43877 0.23056 -2.18806
H: 7.77241 0.64503 -3.27168
H: 6.16759 -1.90185 -2.83503
H: 7.32771 -1.73610 -4.15174
H: 4.54158 -1.92336 -4.38227
H: 5.73871 -1.16670 -5.60885
H: 4.08906 0.14134 -2.56151
H: 2.73695 -0.17403 -3.60083
H: 3.24570 1.45055 -3.53678
C: 0.60959 -0.54630 -1.47721
C: 1.04004 0.27139 -0.16667
C: 0.92389 1.81955 -0.48897
C: 0.99100 2.70840 0.74161
C: -0.18571 2.40152 1.70925
C: -0.16672 0.87307 2.21434
N: 0.06399 -0.03361 1.00276
O: -0.20052 -1.38956 1.08582
C: -1.56750 0.58076 2.88611
C: 0.85281 0.61197 3.35313
C: 2.46400 -0.02138 0.35784
H: 0.82197 0.11424 -2.31785
H: -0.46020 -0.72155 -1.59088
H: 1.22669 -1.40458 -1.74300
H: -0.02330 1.95799 -1.01027
H: 1.65642 2.14055 -1.22955
H: 0.81413 3.72730 0.39714
H: 1.98859 2.70643 1.18083
H: -1.12818 2.65859 1.22576
H: -0.05677 2.98762 2.61918
H: -1.66751 1.19936 3.77799
H: -1.64545 -0.42321 3.30331
H: -2.40847 0.74259 2.21182
H: 1.11987 -0.42827 3.53932
H: 0.44568 0.98851 4.29152
H: 1.80995 1.07747 3.11800
H: 3.36042 0.42867 -0.06875
H: 2.63047 -1.07850 0.56496
H: 2.46729 0.32893 1.39000
C: -5.90171 -1.99613 2.26578
C: -6.54307 -1.92461 3.66056
C: -5.61821 -2.33411 4.74389
C: -4.44580 -1.39589 4.98106
C: -4.99224 0.00041 5.37104
C: -5.97494 0.63674 4.31582
N: -6.95423 -0.48708 3.86368
O: -8.05531 -0.03452 3.07728
C: -5.25018 1.15841 3.08463
C: -6.72749 1.82148 5.00855
C: -7.82204 -2.85710 3.80546
H: -5.69794 -3.05818 2.12929
H: -4.85801 -1.68225 2.24980
H: -6.43815 -1.59183 1.40737
H: -5.18711 -3.29813 4.47386
H: -6.07599 -2.47993 5.72229
H: -3.80664 -1.37255 4.09843
H: -3.70634 -1.72572 5.71079
H: -4.19963 0.70427 5.62492
H: -5.55010 -0.16542 6.29266
H: -4.53725 1.91325 3.41638
H: -5.96185 1.49840 2.33228
H: -4.76883 0.28295 2.64876
H: -7.38953 2.38178 4.34833
H: -6.00564 2.57361 5.32688
H: -7.33551 1.55895 5.87427
H: -8.39950 -2.62717 4.70087
H: -7.61417 -3.91451 3.64180
H: -8.63947 -2.70935 3.09971
C: -1.57443 -5.55433 -4.62937
C: -2.75920 -5.80634 -3.73951
C: -2.56196 -7.03840 -2.91750
C: -1.74832 -6.86760 -1.59806
C: -2.36229 -5.68618 -0.82756
C: -2.24913 -4.28332 -1.49362
N: -2.97779 -4.54394 -2.82083
O: -3.41613 -3.42498 -3.55328
C: -0.77331 -3.74879 -1.88606
C: -3.02367 -3.21836 -0.67480
C: -4.13462 -6.10066 -4.53734
H: -0.59216 -5.58073 -4.15762
H: -1.58816 -4.61064 -5.17469
H: -1.56733 -6.31201 -5.41293
H: -2.07851 -7.86088 -3.44467
H: -3.53883 -7.36655 -2.56235
H: -0.69482 -6.81265 -1.87232
H: -1.91400 -7.71118 -0.92797
H: -1.88241 -5.62357 0.14911
H: -3.39097 -5.87005 -0.51755
H: -0.05233 -4.35698 -2.43232
H: -0.27326 -3.50615 -0.94843
H: -0.81417 -2.78794 -2.39910
H: -3.98832 -3.55117 -0.29167
H: -3.05180 -2.24498 -1.16455
H: -2.33938 -3.03258 0.15304
H: -3.91352 -7.03919 -5.04564
H: -4.36746 -5.29828 -5.23740
H: -4.99185 -6.33359 -3.90567
C: 4.61319 1.68710 10.20086
C: 4.10141 0.68818 9.18796
C: 3.24170 1.45949 8.20433
C: 2.85999 0.65025 7.02717
C: 4.07007 -0.00996 6.33355
C: 5.01339 -0.90466 7.22941
N: 5.20412 -0.11606 8.53514
O: 6.44016 0.00160 9.07874
C: 6.33937 -1.19211 6.42857
C: 4.28166 -2.27274 7.67250
C: 3.22172 -0.37114 9.94400
H: 5.21715 1.27066 11.00704
H: 3.87062 2.25904 10.75725
H: 5.36702 2.34036 9.76143
H: 3.83543 2.26554 7.77322
H: 2.40011 1.91713 8.72433
H: 2.28585 1.16324 6.25562
H: 2.13301 -0.09088 7.35931
H: 4.67504 0.76978 5.87084
H: 3.72823 -0.56306 5.45872
H: 6.17101 -1.49643 5.39554
H: 6.75664 -1.98050 7.05501
H: 7.00986 -0.33292 6.41031
H: 4.66011 -2.77469 8.56296
H: 4.49420 -2.99053 6.88022
H: 3.21301 -2.05868 7.68926
H: 2.60547 -0.86686 9.19394
H: 2.55811 0.11309 10.66041
H: 3.81599 -1.04478 10.56137
O: 4.37280 4.18380 -0.14616
C: 4.42224 3.42350 -1.17641
O: 3.74458 3.69002 -2.21203
O: 5.22636 2.50025 -1.16245
H: 3.61917 4.65886 -0.50388
O: -4.29129 4.64402 -1.97801
C: -2.97627 4.73486 -2.05408
O: -2.29552 3.84185 -1.50660
O: -2.44782 5.79354 -2.51927
H: -4.27595 3.89571 -1.37685
O: 0.75227 -3.51093 -5.33538
C: 1.18192 -2.69564 -4.42774
O: 0.67110 -1.57601 -4.29261
O: 2.04040 -3.08474 -3.58329
H: 1.44926 -4.16471 -5.42696
O: 5.70714 -2.71631 2.55431
C: 4.48384 -2.62461 3.20472
O: 3.63785 -1.70443 3.05665
O: 4.18136 -3.47355 4.07752
H: 6.09740 -3.55476 2.81178
O: 1.94917 5.15600 4.66794
C: 1.91475 4.17007 5.61206
O: 2.56670 4.29558 6.62426
O: 1.38096 3.17030 5.19628
H: 1.53833 4.45625 4.15495
O: -3.36458 -4.61033 2.81283
C: -2.15274 -4.35343 3.11021
O: -1.99953 -3.13831 3.01386
O: -1.34371 -5.22153 3.55920
H: -3.10695 -3.68612 2.78022
O: -2.60041 1.25581 -0.47663
C: -3.88734 0.95326 -0.53951
O: -4.70450 1.86021 -0.80904
O: -4.21025 -0.22313 -0.35800
H: -2.56400 2.17184 -0.76152

Results of the Mulliken charge analysis, in e, for atoms 1 through 99:
1 C -0.93
2 O -0.31
3 C 0.12
4 C 1.41
5 N 0.48
6 H 0.15
7 H 0.39
8 C -1.05
9 C 0.30
10 O -0.27
11 C -0.63
12 H 0.21
13 H 0.30
14 H 0.40
15 H -0.16
16 H 0.36
17 H -0.70
18 H -0.70
19 H 0.44
20 H 0.41
21 H -0.37
22 H 0.65
23 H 0.07
24 H 0.40
25 H 0.24
26 C -0.29
27 O -0.46
28 C 0.12
29 C 0.22
30 N 0.63
31 H -0.15
32 H 0.49
33 C -0.53
34 C -0.81
35 O -0.32
36 C -0.72
37 H -0.37
38 H 0.36
39 H 0.52
40 H 0.08
41 H -0.12
42 H 0.46
43 H -0.49
44 H 0.49
45 H 0.31
46 H 0.44
47 H 0.37
48 H 0.28
49 H 0.47
50 H 0.06
51 C -1.04
52 O 0.04
53 C -1.30
54 C 0.22
55 N 0.59
56 H 0.52
57 H -0.26
58 C -1.29
59 C 0.49
60 O -0.65
61 C 0.27
62 H 0.39
63 H 0.38
64 H 0.20
65 H 0.55
66 H 0.52
67 H 0.49
68 H -0.22
69 H 0.37
70 H 0.47
71 H -0.14
72 H 0.39
73 H -0.22
74 H -0.11
75 H 0.56
76 C -1.56
77 C 0.43
78 C -1.20
79 C -0.11
80 N 0.37
81 C -0.13
82 C 1.21
83 C -0.95
84 C -0.51
85 C -1.06
86 H 0.36
87 H 0.38
88 H 0.36
89 H -0.09
90 H 0.39
91 H 0.42
92 H 0.32
93 H -0.26
94 H 0.81
95 H -0.61
96 H 0.38
97 H 0.30
98 H -0.90
99 H 0.37

---

C5H5NO2 | wB97M-V/def2-TZVPD

Values from the calculation:
SMILES string: CC(=O)c1ncco1
HOMO-LUMO gap, eV: 10.321
HOMO, Eh: -0.3500

Positions of all 13 atoms, in Å:
C: 0.76442 -1.99947 0.55439
C: -0.57616 -1.30667 0.27064
O: -1.60012 -1.86822 0.21962
C: -0.48877 0.21804 0.00716
N: -0.49919 1.24086 0.89624
C: -0.30492 2.35225 0.17147
C: -0.18544 1.93731 -1.07159
O: -0.24542 0.63514 -1.24422
H: 1.43307 -1.95577 -0.46803
H: 0.48549 -3.08876 0.90181
H: 1.47263 -1.67399 1.44984
H: -0.38198 3.24537 0.63688
H: 0.12639 2.26390 -2.32421

In the Mulliken picture, each atom carries the following charge in e:
1 C -0.91
2 C 0.43
3 O -0.44
4 C 0.56
5 N -0.53
6 C -0.47
7 C 0.03
8 O -0.22
9 H 0.25
10 H 0.27
11 H 0.31
12 H 0.47
13 H 0.23

---

C34H37MnN5 | wB97M-V/def2-TZVPD

Values from the calculation:
2S+1: 5
Total charge: -1
Expectation value of S²: 6.05
HOMO-LUMO gap (spin up / spin down), eV: 3.922 / 5.350
HOMO (spin up / spin down), Eh: -0.0565 / -0.1091

Positions of all 77 atoms, in Å:
Mn: 0.51419 -0.54043 0.65535
N: 2.54341 0.02268 1.54076
N: 1.01549 2.51307 1.26084
C: -1.82666 -1.01765 0.57721
C: -1.48529 -0.42628 1.83438
C: -0.57293 -1.30811 2.51302
C: -0.00387 -1.10360 3.87264
H: -0.24307 -0.09910 4.23909
H: 1.09051 -1.20596 3.82503
H: -0.37867 -1.82637 4.61304
C: -0.44936 -2.49320 1.72099
C: 0.12139 -3.78164 2.20067
H: -0.61358 -4.39454 2.74749
H: 0.95496 -3.59673 2.89056
H: 0.49169 -4.39433 1.36857
C: -1.16096 -2.28613 0.49759
C: -1.42079 -3.31837 -0.53813
H: -0.54516 -3.94641 -0.73690
H: -1.73381 -2.87337 -1.48962
H: -2.22811 -3.98585 -0.20001
C: -2.08422 0.78680 2.45154
H: -2.40861 0.57348 3.48162
H: -2.95672 1.13631 1.88684
H: -1.34195 1.59548 2.50372
C: -2.88308 -0.55868 -0.36522
H: -2.47580 -0.43856 -1.37889
H: -3.28867 0.41323 -0.07408
H: -3.73361 -1.25831 -0.42948
C: 3.55933 -0.88591 1.63676
H: 3.31743 -1.94499 1.59980
C: 4.91329 -0.53014 1.73462
H: 5.62413 -1.35137 1.69023
C: 5.28200 0.81016 1.80045
H: 6.33371 1.09259 1.71492
C: 4.26430 1.73553 1.97255
H: 4.42477 2.80848 2.03524
C: 2.90147 1.29214 1.97499
C: 1.86216 2.20644 2.29911
H: 1.45507 2.30284 3.32109
C: 0.37079 1.58584 0.38333
C: 0.80161 3.84096 0.86461
H: 1.23571 4.66002 1.40732
C: 0.07055 3.78446 -0.23972
H: -0.29956 4.59109 -0.85356
N: -0.31550 2.44770 -0.45432
C: -1.44125 2.22014 -1.31780
C: -2.64123 2.89135 -0.97522
C: -3.70823 2.88354 -1.86846
H: -4.62092 3.42697 -1.60443
C: -3.61224 2.26928 -3.11471
C: -4.77838 2.29328 -4.05596
H: -5.15567 1.28516 -4.26272
H: -4.49580 2.74893 -5.01056
H: -5.58663 2.88558 -3.61893
C: -2.40359 1.66418 -3.46502
H: -2.29471 1.23210 -4.46198
C: -1.28910 1.67078 -2.61257
C: 0.05285 1.29628 -3.17041
H: 0.61185 2.18199 -3.52179
H: -0.09835 0.65496 -4.05222
H: 0.68630 0.75571 -2.45819
C: -2.76955 3.71358 0.26977
H: -2.13912 4.61874 0.22955
H: -2.54533 3.15065 1.19075
H: -3.81551 4.05627 0.33383
N: 4.71451 -5.41535 0.58786
C: 4.04290 -4.66954 -0.01952
C: 3.22830 -3.75796 -0.79718
C: 3.39749 -3.63719 -2.17959
C: 2.59134 -2.73573 -2.86312
C: 1.69166 -1.94721 -2.14263
N: 1.61137 -1.98073 -0.79019
C: 2.24694 -3.00088 -0.16440
H: 4.13255 -4.26995 -2.68497
H: 2.65630 -2.62775 -3.94799
H: 1.01300 -1.28967 -2.69377
H: 2.02026 -3.20075 0.88652

In the Mulliken picture, each atom carries the following charge in e:
1 Mn 0.87
2 N 0.49
3 N 0.94
4 C 2.54
5 C 0.10
6 C -0.08
7 C -1.95
8 H 0.44
9 H 0.25
10 H 0.35
11 C 0.80
12 C -1.69
13 H 0.31
14 H 0.38
15 H 0.47
16 C 0.43
17 C -1.94
18 H 0.36
19 H 0.37
20 H 0.29
21 C -2.08
22 H 0.44
23 H 0.47
24 H 0.15
25 C -1.94
26 H 0.19
27 H 0.32
28 H 0.37
29 C 0.00
30 H 0.21
31 C -1.02
32 H 0.47
33 C -0.37
34 H 0.36
35 C -0.71
36 H 0.36
37 C 0.87
38 C -1.73
39 H 0.19
40 C -0.86
41 C -0.90
42 H 0.46
43 C -0.95
44 H 0.74
45 N 1.39
46 C 0.90
47 C 0.55
48 C -0.90
49 H 0.23
50 C 0.77
51 C -1.53
52 H 0.32
53 H 0.34
54 H 0.35
55 C -1.02
56 H 0.34
57 C 0.98
58 C -1.61
59 H 0.32
60 H 0.51
61 H -0.06
62 C -1.66
63 H 0.37
64 H 0.13
65 H 0.45
66 N -0.73
67 C 0.00
68 C -0.06
69 C -0.83
70 C -0.82
71 C -0.80
72 N 0.52
73 C -0.31
74 H 0.41
75 H 0.40
76 H 0.40
77 H 0.83

---

no.,molar mass (u)
1,1881.50
2,111.10
3,570.64